The following is a DFT calculation (ωB97M-V/def2-TZVPD) of a structure of composition C33H30AlBrN2O8PS.

For the molecular weight, the calculation gives 752.54 g/mol. As for the spin multiplicity: 1. The net charge is +1.

Last column: Löwdin charge in e.
Cartesian coordinates (Å):
Al 0.08 1.00 -0.51  -0.137
C 0.34 1.91 3.25  0.043
C 1.07 2.49 2.10  -0.260
N 0.93 2.16 0.82  0.178
C 1.94 2.80 0.12  -0.064
C 2.67 3.56 0.98  -0.039
N 2.10 3.35 2.21  0.213
C 3.85 4.45 0.86  -0.477
O 4.34 4.61 -0.35  0.165
O 4.29 4.97 1.85  0.134
C 2.15 2.44 -1.30  -0.480
O 2.97 3.03 -1.98  0.101
O 1.40 1.45 -1.71  0.034
H -0.69 1.69 3.00  0.076
H 0.36 2.59 4.10  0.096
H 0.83 0.98 3.54  0.102
H 2.45 3.79 3.05  0.187
H 3.87 4.07 -1.03  0.074
O 1.03 -0.43 0.10  -0.202
P 1.10 -1.95 0.01  0.932
C 2.78 -2.40 -0.42  -0.275
C 3.79 -1.46 -0.25  -0.055
C 5.09 -1.78 -0.60  -0.056
C 5.38 -3.03 -1.13  -0.056
C 4.37 -3.97 -1.30  -0.060
C 3.07 -3.66 -0.94  -0.077
C -0.03 -2.54 -1.25  -0.276
C 0.18 -2.10 -2.56  -0.068
C -0.73 -2.43 -3.54  -0.055
C -1.86 -3.18 -3.23  -0.054
C -2.06 -3.62 -1.93  -0.056
C -1.15 -3.31 -0.94  -0.054
C 0.61 -2.64 1.60  -0.271
C 1.21 -3.77 2.14  -0.056
C 0.75 -4.27 3.35  -0.059
C -0.30 -3.65 4.01  -0.059
C -0.90 -2.52 3.47  -0.059
C -0.45 -2.01 2.26  -0.073
H 3.55 -0.48 0.15  0.107
H 5.88 -1.04 -0.46  0.113
H 6.39 -3.27 -1.42  0.113
H 4.61 -4.94 -1.71  0.113
H 2.28 -4.39 -1.08  0.117
H 1.05 -1.50 -2.79  0.122
H -0.57 -2.10 -4.56  0.113
H -2.58 -3.42 -4.00  0.114
H -2.94 -4.21 -1.69  0.114
H -1.31 -3.66 0.08  0.110
H 2.03 -4.25 1.63  0.107
H 1.21 -5.15 3.78  0.113
H -0.66 -4.05 4.95  0.113
H -1.73 -2.04 3.98  0.112
H -0.91 -1.13 1.82  0.099
Br -3.56 3.98 3.14  0.741
C -4.11 2.47 2.11  -0.663
C -5.40 1.98 2.27  -0.113
C -5.79 0.88 1.52  -0.053
C -4.92 0.29 0.62  -0.007
C -3.63 0.78 0.49  -0.122
C -3.22 1.88 1.23  -0.076
C -2.71 0.20 -0.55  -0.508
O -3.14 -0.24 -1.59  0.103
O -1.43 0.16 -0.25  0.015
H -6.09 2.46 2.95  0.107
H -6.80 0.50 1.62  0.114
H -5.23 -0.56 0.03  0.124
H -2.24 2.30 1.07  0.091
C -2.83 2.89 -3.06  -0.196
S -1.16 2.27 -2.82  1.011
C -0.26 3.63 -3.57  -0.196
O -0.92 2.47 -1.31  -0.412
H -2.93 3.84 -2.54  0.077
H -3.51 2.14 -2.66  0.053
H -3.00 3.01 -4.13  0.072
H -0.48 4.55 -3.02  0.079
H -0.57 3.72 -4.61  0.072
H 0.80 3.40 -3.52  0.050

=====

The following is a DFT calculation (ωB97M-V/def2-TZVPD) of a cluster of 9 separate species, C61H134F9N6O10 in total.

For the molecular weight, the calculation gives 1282.76 g/mol. As for the spin multiplicity: 1. The net charge is +3.

Last column: Löwdin charge in e.
Cartesian coordinates (Å):
C 9.64 3.34 -5.87  -0.107
C 9.00 2.10 -5.38  -0.296
C 7.52 2.02 -5.51  -0.160
C 7.08 1.88 -7.00  -0.055
N 5.63 1.27 -7.24  -0.189
C 4.52 2.13 -6.66  -0.124
C 4.35 3.28 -7.62  -0.170
C 4.59 2.64 -9.02  -0.110
C 5.29 1.26 -8.77  -0.055
C 5.51 -0.13 -6.63  -0.084
C 6.33 -1.22 -7.46  -0.166
C 7.91 -1.35 -7.41  -0.088
H 9.41 3.57 -6.91  0.073
H 10.72 3.32 -5.74  0.090
H 9.23 4.26 -5.47  0.085
H 9.17 2.02 -4.30  0.121
H 9.56 1.21 -5.69  0.114
H 7.17 2.97 -5.12  0.128
H 7.19 1.09 -5.04  0.105
H 7.69 1.29 -7.67  0.109
H 7.01 2.88 -7.42  0.123
H 3.53 1.68 -6.73  0.142
H 4.61 2.55 -5.66  0.143
H 3.38 3.74 -7.44  0.126
H 5.05 4.10 -7.49  0.109
H 3.64 2.45 -9.53  0.117
H 5.15 3.37 -9.61  0.116
H 4.60 0.46 -9.01  0.129
H 6.21 1.05 -9.32  0.130
H 4.44 -0.26 -6.77  0.122
H 5.73 -0.17 -5.56  0.122
H 5.95 -1.20 -8.48  0.093
H 6.13 -2.21 -7.05  0.102
H 8.37 -0.60 -8.06  0.053
H 8.27 -2.27 -7.86  0.076
H 8.39 -1.27 -6.44  0.072
C -7.64 -12.21 3.29  -0.058
C -8.13 -10.73 2.88  -0.256
C -7.03 -9.72 2.63  -0.184
C -7.57 -8.24 2.42  -0.105
N -6.54 -7.15 2.20  -0.167
C -7.12 -5.80 1.92  -0.100
C -6.06 -5.02 1.05  -0.152
C -5.45 -6.08 0.17  -0.141
C -5.78 -7.46 0.85  -0.060
C -5.42 -7.06 3.36  -0.077
C -5.82 -6.60 4.78  -0.217
C -4.66 -6.63 5.79  -0.077
H -6.98 -12.16 4.15  0.069
H -7.12 -12.81 2.54  0.070
H -8.62 -12.64 3.49  0.068
H -8.85 -10.33 3.59  0.101
H -8.85 -10.70 2.07  0.105
H -6.62 -10.02 1.67  0.115
H -6.39 -9.70 3.52  0.112
H -8.07 -8.01 3.36  0.127
H -8.30 -8.26 1.61  0.134
H -7.38 -5.19 2.79  0.123
H -8.05 -5.99 1.39  0.133
H -5.36 -4.45 1.66  0.111
H -6.55 -4.24 0.46  0.117
H -4.40 -5.77 0.14  0.116
H -5.77 -6.04 -0.88  0.117
H -4.87 -8.03 1.03  0.132
H -6.28 -8.08 0.11  0.129
H -4.55 -6.54 2.96  0.135
H -4.90 -8.01 3.42  0.122
H -6.52 -7.35 5.17  0.107
H -6.20 -5.59 4.63  0.100
H -4.12 -7.57 5.87  0.086
H -5.04 -6.36 6.78  0.080
H -3.99 -5.82 5.50  0.080
C 0.25 -1.33 0.43  0.036
C -0.21 0.09 0.12  -0.359
O -1.02 0.62 0.78  0.182
N 0.60 0.81 -1.02  0.124
H 1.58 0.83 -0.80  0.162
H 0.56 0.28 -1.88  0.169
C 0.12 2.27 -1.34  0.049
H 0.13 -1.95 -0.45  0.096
H -0.36 -1.77 1.23  0.103
H 1.30 -1.24 0.69  0.101
H 0.51 2.54 -2.32  0.103
H 0.43 2.93 -0.54  0.101
H -0.97 2.21 -1.38  0.097
C -5.79 12.82 0.09  -0.027
C -4.79 11.65 0.42  -0.142
N -3.77 11.23 -0.68  -0.208
C -4.53 10.70 -1.95  0.024
C -2.89 12.46 -1.21  -0.084
C -2.33 13.33 0.00  -0.045
C -2.74 10.14 -0.17  -0.045
C -3.37 8.83 0.27  -0.223
O -4.16 8.23 -0.74  -0.211
C -4.93 7.09 -0.29  -0.052
H -6.65 12.79 0.77  0.091
H -6.29 12.75 -0.88  0.081
H -5.21 13.74 0.17  0.067
H -5.28 10.71 0.65  0.110
H -4.27 11.77 1.37  0.123
H -3.99 10.08 -2.66  0.113
H -4.93 11.56 -2.49  0.093
H -5.35 10.07 -1.58  0.098
H -3.58 12.94 -1.90  0.114
H -2.00 12.12 -1.76  0.120
H -3.09 14.07 0.27  0.061
H -1.56 14.04 -0.31  0.086
H -2.00 12.82 0.91  0.074
H -2.27 10.61 0.69  0.125
H -2.08 9.98 -1.03  0.139
H -3.98 8.86 1.17  0.113
H -2.63 8.16 0.72  0.132
H -5.64 7.52 0.42  0.082
H -4.43 6.48 0.46  0.084
H -5.43 6.52 -1.08  0.106
C 7.01 -4.12 -1.66  -0.016
C 6.79 -5.52 -2.47  -0.114
N 6.10 -6.66 -1.72  -0.272
C 6.14 -7.96 -2.50  0.030
C 6.69 -6.91 -0.28  -0.127
C 8.18 -7.25 -0.26  -0.049
C 4.66 -6.31 -1.43  -0.075
C 3.72 -6.00 -2.61  -0.258
O 3.42 -7.08 -3.37  -0.166
C 2.43 -6.84 -4.38  -0.062
H 6.08 -3.88 -1.14  0.063
H 7.27 -3.23 -2.24  0.080
H 7.75 -4.22 -0.87  0.071
H 7.81 -5.79 -2.72  0.113
H 6.29 -5.50 -3.44  0.120
H 5.79 -8.86 -2.00  0.126
H 7.23 -8.02 -2.49  0.090
H 5.78 -7.91 -3.52  0.111
H 6.08 -7.73 0.10  0.134
H 6.48 -5.98 0.24  0.124
H 8.73 -6.42 -0.71  0.075
H 8.50 -8.23 -0.61  0.090
H 8.42 -7.25 0.81  0.097
H 4.69 -5.43 -0.78  0.126
H 4.30 -7.20 -0.92  0.147
H 3.98 -5.09 -3.15  0.127
H 2.79 -5.65 -2.16  0.134
H 1.53 -6.48 -3.88  0.091
H 2.02 -7.75 -4.83  0.098
H 2.62 -6.13 -5.17  0.094
C -5.28 5.48 9.11  -0.078
C -4.17 6.43 8.91  -0.189
N -3.22 6.02 7.72  -0.172
C -2.68 4.50 7.86  0.080
C -4.15 6.15 6.48  -0.140
C -4.80 7.60 6.25  -0.041
C -2.02 7.13 7.64  -0.027
C -0.90 6.82 6.73  -0.243
O -1.32 6.25 5.51  -0.191
C -0.13 5.93 4.78  -0.082
H -5.93 5.81 9.92  0.105
H -4.86 4.51 9.39  0.092
H -6.13 5.47 8.43  0.093
H -3.55 6.43 9.81  0.128
H -4.39 7.50 8.92  0.123
H -2.65 4.21 8.91  0.101
H -1.68 4.36 7.44  0.092
H -3.35 3.88 7.26  0.102
H -4.97 5.46 6.69  0.099
H -3.59 5.90 5.58  0.111
H -5.24 8.06 7.13  0.071
H -5.59 7.59 5.51  0.083
H -4.02 8.25 5.86  0.067
H -1.75 7.11 8.69  0.136
H -2.56 8.05 7.40  0.119
H -0.14 6.19 7.19  0.129
H -0.38 7.74 6.50  0.144
H -0.40 5.25 3.97  0.097
H 0.78 5.68 5.32  0.102
H 0.23 6.77 4.19  0.088
C 0.59 -8.51 3.90  -0.515
O -0.42 -9.12 4.65  -0.118
O 0.00 -7.97 2.71  -0.316
C 1.40 -7.56 4.79  -0.599
F 1.93 -8.17 5.90  0.088
F 2.54 -7.20 4.21  0.112
F 0.80 -6.45 5.16  0.146
C -0.29 -10.52 4.93  -0.247
C -1.43 -10.93 5.92  -0.075
H -1.50 -12.01 6.07  0.067
H -1.40 -10.33 6.83  0.068
H -2.34 -10.59 5.42  0.051
H 0.66 -10.71 5.43  0.107
H -0.35 -11.11 4.02  0.113
H 1.38 -9.21 3.63  0.125
C 5.43 1.85 1.50  -0.466
O 4.32 1.92 2.40  -0.120
O 4.91 1.41 0.24  -0.351
C 6.11 3.30 1.47  -0.477
F 6.90 3.24 2.63  0.059
F 6.88 3.51 0.40  0.127
F 5.15 4.29 1.59  0.093
C 4.50 1.36 3.70  -0.302
C 3.32 1.50 4.60  -0.090
H 2.47 1.48 3.92  0.070
H 3.20 0.67 5.31  0.069
H 3.53 2.33 5.28  0.069
H 5.27 1.93 4.23  0.105
H 4.87 0.34 3.70  0.115
H 6.16 1.08 1.73  0.128
C -2.18 -0.23 -6.41  -0.418
O -2.54 1.19 -5.98  -0.140
O -1.21 -0.59 -5.45  -0.329
C -3.45 -1.14 -6.79  -0.522
F -4.01 -0.73 -7.98  0.089
F -3.16 -2.44 -6.99  0.121
F -4.34 -1.07 -5.76  0.102
C -2.81 2.17 -7.00  -0.293
C -3.38 3.40 -6.30  -0.101
H -2.89 3.65 -5.36  0.060
H -3.39 4.22 -7.02  0.064
H -4.42 3.25 -6.02  0.065
H -3.54 1.79 -7.71  0.102
H -2.02 2.52 -7.66  0.099
H -1.67 -0.21 -7.37  0.112

=====

The following is a DFT calculation (ωB97M-V/def2-TZVPD) of a cluster of 2 separate species, C4H9NO in total.

The SMILES is C=C=NC.CO. For the molecular weight, the calculation gives 87.12 g/mol. As for the spin multiplicity: 1.

Last column: natural (NBO) charge in e.
Cartesian coordinates (Å):
C 1.09 2.18 0.97  -0.244
O 0.43 1.31 1.86  -0.741
C 0.00 -1.59 -0.25  0.428
N -0.52 -0.48 -0.25  -0.476
C -1.57 -0.10 -1.19  -0.420
C 0.57 -2.76 -0.16  -0.626
H 2.01 1.74 0.55  0.154
H 1.36 3.08 1.53  0.178
H 0.45 2.49 0.13  0.150
H -1.73 -0.86 -1.96  0.193
H -2.49 0.05 -0.63  0.215
H -1.30 0.85 -1.66  0.212
H 0.12 -3.53 0.46  0.246
H 1.50 -2.98 -0.68  0.246
H 0.07 0.60 1.31  0.485

=====

| no. | HOMO (eV) | HOMO-LUMO gap (eV) |
| --- | --- | --- |
| 1 | -11.5 | 9.160 |
| 2 | -8.5 | 3.387 |
| 3 | -9.4 | 10.193 |